(1)
The following is a DFT calculation (ωB97M-V/def2-TZVPD) of a structure of composition C3H4FeO4.

Geometry (Å):
C  0.75  -1.17  -1.14
C  0.36  -0.06  -0.31
O  -1.07  0.13  -0.34
C  -1.62  0.88  0.59
O  -1.03  1.94  0.97
O  -2.36  0.35  1.48
O  2.14  -1.10  -1.47
Fe  -1.28  1.32  2.77
H  0.54  -2.14  -0.67
H  0.80  0.90  -0.62
H  2.23  -1.16  -2.42
H  0.55  0.12  1.16

As for the spin multiplicity: 5. As for the HOMO energy (alpha / beta): -8.82 / -7.30 eV. As for the LUMO energy (alpha / beta): -1.12 / -0.99 eV. The calculation puts the total energy at -45746.96505 eV. The largest force on an atom is 0.09090 Eh/bohr. For the energy above the lowest of the compared OMol25 structures with the same formula, charge and spin, the calculation gives 206.3 kJ/mol. As for the HOMO-LUMO gap (alpha / beta): 0.2829 / 0.2317 Ha.

The molecule's natural (NBO) atomic charges, reported in e, are given here: atom 1 (C): 0.154, atom 2 (C): -0.113, atom 3 (O): -0.534, atom 4 (C): 0.971, atom 5 (O): -0.799, atom 6 (O): -0.781, atom 7 (O): -0.719, atom 8 (Fe): 0.858, atom 9 (H): 0.154, atom 10 (H): 0.210, atom 11 (H): 0.490, atom 12 (H): 0.109

(2)
The following is a DFT calculation (ωB97M-V/def2-TZVPD) of an isolated molecule of C2H7N3O.

Geometry (Å):
N  -0.93  0.98  -0.34
N  -1.50  -0.24  -0.63
N  -2.36  -0.65  0.40
C  1.37  0.47  -0.11
C  2.43  0.07  0.57
O  0.23  0.91  0.49
H  -0.66  1.44  -1.22
H  -0.80  -0.95  -0.90
H  -1.86  -1.07  1.19
H  -3.03  -1.30  0.03
H  1.36  0.49  -1.20
H  2.42  0.06  1.65
H  3.33  -0.22  0.07

As for the HOMO energy: -9.20 eV. As for the LUMO energy: 1.05 eV. The calculation puts the total energy at -8701.13261 eV. The largest force on an atom is 0.01264 Eh/bohr. For the energy above the lowest of the compared OMol25 structures with the same formula, charge and spin, the calculation gives 496.4 kJ/mol. Its SMILES is C=CONNN. As for the HOMO-LUMO gap: 0.3766 Ha.

The molecule's natural (NBO) atomic charges, reported in e, are given here: atom 1 (N): -0.169, atom 2 (N): -0.321, atom 3 (N): -0.660, atom 4 (C): 0.104, atom 5 (C): -0.492, atom 6 (O): -0.396, atom 7 (H): 0.338, atom 8 (H): 0.319, atom 9 (H): 0.339, atom 10 (H): 0.356, atom 11 (H): 0.163, atom 12 (H): 0.210, atom 13 (H): 0.210

(3)
The following is a DFT calculation (ωB97M-V/def2-TZVPD) of a cluster of 6 separate species, C16H35O21PS5 in total.

Geometry (Å):
C  -1.54  -1.30  2.38
O  -2.55  -0.38  2.01
C  -3.06  0.35  3.11
P  -4.08  -0.64  4.34
C  -5.82  -0.06  4.10
C  -6.37  -0.49  2.69
C  -7.20  0.68  2.09
C  -7.35  -1.68  2.84
H  -1.61  -1.68  3.41
H  -1.64  -2.17  1.71
H  -0.51  -0.93  2.22
H  -2.29  0.92  3.65
H  -3.75  1.09  2.68
H  -3.97  -1.99  3.92
H  -6.43  -0.55  4.87
H  -5.89  1.03  4.16
H  -5.51  -0.74  2.06
H  -7.26  0.53  1.01
H  -8.20  0.66  2.53
H  -6.73  1.65  2.29
H  -8.11  -1.68  2.05
H  -6.82  -2.65  2.79
H  -7.88  -1.62  3.80
C  2.19  0.69  0.50
C  3.28  1.61  1.00
O  3.41  1.29  2.39
S  3.09  -0.26  2.62
O  4.32  -0.97  2.66
O  2.12  -0.37  3.64
O  2.41  -0.54  1.20
H  1.20  1.07  0.77
H  2.23  0.53  -0.57
H  3.04  2.66  0.86
H  4.23  1.39  0.51
C  6.88  -1.71  0.11
C  5.72  -2.66  0.00
O  4.84  -2.04  -0.94
S  5.70  -1.22  -2.02
O  5.82  -2.01  -3.18
O  5.18  0.11  -2.06
O  7.10  -1.21  -1.23
H  6.63  -0.86  0.75
H  7.79  -2.19  0.47
H  5.22  -2.82  0.95
H  6.03  -3.63  -0.41
C  -11.50  2.03  0.33
C  -12.79  1.50  0.92
O  -12.59  0.09  1.03
S  -11.04  -0.21  1.34
O  -10.88  -0.38  2.74
O  -10.58  -1.15  0.39
O  -10.48  1.25  0.95
H  -11.46  1.85  -0.75
H  -11.35  3.08  0.53
H  -13.66  1.72  0.29
H  -12.96  1.91  1.92
C  3.24  2.33  -3.07
C  3.24  3.26  -4.26
O  2.17  4.18  -4.00
S  2.04  4.42  -2.42
O  2.73  5.62  -2.08
O  0.70  4.19  -2.04
O  2.94  3.18  -1.94
H  2.45  1.58  -3.15
H  4.20  1.84  -2.93
H  3.08  2.74  -5.20
H  4.17  3.83  -4.32
C  10.73  -1.51  -5.32
C  11.51  -2.45  -4.43
O  10.68  -2.63  -3.27
S  9.13  -2.55  -3.71
O  8.64  -3.87  -3.87
O  8.48  -1.60  -2.88
O  9.36  -1.91  -5.17
H  10.82  -0.48  -4.98
H  11.03  -1.58  -6.36
H  12.48  -2.05  -4.14
H  11.64  -3.43  -4.90

As for the HOMO energy: -7.62 eV. As for the LUMO energy: 0.39 eV. The calculation puts the total energy at -123615.45243 eV. The largest force on an atom is 0.04650 Eh/bohr. Its SMILES is O=S1(=O)OCCO1.O=S1(=O)OCCO1.O=S1(=O)OCCO1.O=S1(=O)OCCO1.O=S1(=O)OCCO1.COCPCC(C)C. As for the HOMO-LUMO gap: 0.2945 Ha.

The molecule's Mulliken atomic charges, reported in e, are given here: atom 1 (C): -0.385, atom 2 (O): -0.374, atom 3 (C): -0.446, atom 4 (P): -0.111, atom 5 (C): -0.984, atom 6 (C): 0.926, atom 7 (C): -1.564, atom 8 (C): -1.445, atom 9 (H): 0.329, atom 10 (H): 0.256, atom 11 (H): -0.054, atom 12 (H): 0.375, atom 13 (H): 0.271, atom 14 (H): -0.001, atom 15 (H): 0.431, atom 16 (H): 0.409, atom 17 (H): 0.314, atom 18 (H): 0.365, atom 19 (H): 0.265, atom 20 (H): 0.449, atom 21 (H): 0.281, atom 22 (H): 0.364, atom 23 (H): 0.345, atom 24 (C): -0.190, atom 25 (C): -0.058, atom 26 (O): -0.380, atom 27 (S): 1.101, atom 28 (O): -0.535, atom 29 (O): -0.568, atom 30 (O): -0.317, atom 31 (H): 0.291, atom 32 (H): 0.197, atom 33 (H): 0.282, atom 34 (H): 0.134, atom 35 (C): -0.256, atom 36 (C): -0.384, atom 37 (O): -0.294, atom 38 (S): 1.084, atom 39 (O): -0.595, atom 40 (O): -0.502, atom 41 (O): -0.269, atom 42 (H): 0.191, atom 43 (H): 0.350, atom 44 (H): 0.341, atom 45 (H): 0.286, atom 46 (C): -0.326, atom 47 (C): -0.389, atom 48 (O): -0.316, atom 49 (S): 1.157, atom 50 (O): -0.515, atom 51 (O): -0.555, atom 52 (O): -0.260, atom 53 (H): 0.284, atom 54 (H): 0.307, atom 55 (H): 0.319, atom 56 (H): 0.286, atom 57 (C): -0.164, atom 58 (C): -0.400, atom 59 (O): -0.326, atom 60 (S): 1.090, atom 61 (O): -0.541, atom 62 (O): -0.554, atom 63 (O): -0.207, atom 64 (H): 0.209, atom 65 (H): 0.328, atom 66 (H): 0.326, atom 67 (H): 0.333, atom 68 (C): -0.332, atom 69 (C): -0.366, atom 70 (O): -0.321, atom 71 (S): 1.134, atom 72 (O): -0.603, atom 73 (O): -0.387, atom 74 (O): -0.336, atom 75 (H): 0.280, atom 76 (H): 0.308, atom 77 (H): 0.307, atom 78 (H): 0.303

- Which of these has the highest total energy?
  C2H7N3O

- The highest total energy belongs to which entry?
  C2H7N3O

- Look up the total energy of the second one.
  -8701.13261 eV